Below is 11 unconnected molecules or ions with the total composition H22O11 in a non-equilibrium geometry, with properties calculated with ωB97M-V/def2-TZVPD.

## Properties
- SMILES = O.O.O.O.O.O.O.O.O.O.O
- total charge = 0
- energy (eV) = -22879.6112
- relative energy (zero: lowest compared OMol25 entry of this formula, charge and spin) (kJ/mol) = 183.6

Positions of all 33 atoms, in Å:
O (-0.295, 0.915, 2.836)
H (0.324, 1.022, 2.164)
H (0.214, 0.486, 3.495)
O (3.102, -1.503, -2.828)
H (2.523, -0.865, -2.434)
H (3.935, -0.974, -2.999)
O (1.951, -1.026, 1.753)
H (1.561, -1.617, 2.418)
H (1.314, -1.092, 0.988)
O (-1.549, 1.475, -2.529)
H (-2.073, 2.001, -3.192)
H (-1.722, 1.854, -1.650)
O (1.314, 0.313, -1.743)
H (0.902, 0.938, -2.358)
H (1.617, 0.761, -0.944)
O (-1.026, -1.527, -2.465)
H (-0.366, -0.965, -2.888)
H (-1.132, -1.152, -1.590)
O (-2.315, -0.719, 2.863)
H (-1.652, -0.075, 2.729)
H (-2.902, -0.571, 2.114)
O (-1.122, -3.089, 0.799)
H (-0.716, -2.231, 0.676)
H (-0.605, -3.535, 0.119)
O (1.656, 1.813, 0.662)
H (1.217, 2.624, 0.389)
H (2.232, 1.965, 1.428)
O (-0.262, -0.655, 0.070)
H (0.208, -0.381, -0.702)
H (-0.666, 0.101, 0.474)
O (-1.889, 1.631, 0.500)
H (-1.255, 2.374, 0.631)
H (-2.524, 1.703, 1.212)

Below is 11 unconnected molecules or ions with the total composition H22O11 in a non-equilibrium geometry, with properties calculated with ωB97M-V/def2-TZVPD.

## Properties
- SMILES = O.O.O.O.O.O.O.O.O.O.O
- total charge = 0
- energy (eV) = -22879.9322
- relative energy (zero: lowest compared OMol25 entry of this formula, charge and spin) (kJ/mol) = 152.6

Positions of all 33 atoms, in Å:
O (-3.355, -1.030, -1.112)
H (-3.975, -1.458, -1.695)
H (-2.528, -1.478, -1.039)
O (0.986, 1.541, 2.367)
H (0.214, 1.135, 2.826)
H (0.513, 2.014, 1.708)
O (-1.051, -2.294, -0.666)
H (-0.554, -2.489, -1.515)
H (-0.828, -1.446, -0.322)
O (-0.492, 0.270, 0.010)
H (-0.155, 1.044, -0.432)
H (0.133, 0.212, 0.720)
O (-0.156, 0.401, -3.518)
H (-0.878, 0.872, -3.098)
H (-0.573, -0.133, -4.235)
O (2.385, -0.329, 3.834)
H (2.154, 0.413, 4.309)
H (1.793, -0.422, 3.098)
O (0.439, 2.484, -1.362)
H (1.301, 2.475, -1.760)
H (0.364, 3.360, -0.961)
O (2.123, -1.216, 0.888)
H (2.809, -0.681, 1.311)
H (2.065, -1.085, -0.039)
O (2.227, -0.294, -1.846)
H (2.581, 0.517, -1.436)
H (1.375, -0.181, -2.165)
O (0.116, -1.613, 2.601)
H (0.878, -1.897, 2.065)
H (0.067, -2.310, 3.251)
O (-3.446, 1.549, -0.828)
H (-3.284, 1.426, 0.105)
H (-3.261, 0.627, -1.050)

Below is 11 unconnected molecules or ions with the total composition H22O11 in a non-equilibrium geometry, with properties calculated with ωB97M-V/def2-TZVPD.

## Properties
- SMILES = O.O.O.O.O.O.O.O.O.O.O
- total charge = 0
- energy (eV) = -22879.4221
- relative energy (zero: lowest compared OMol25 entry of this formula, charge and spin) (kJ/mol) = 201.8

Positions of all 33 atoms, in Å:
O (-1.255, -1.581, -1.962)
H (-0.879, -0.754, -2.298)
H (-0.721, -2.267, -2.377)
O (-0.630, -0.850, 2.764)
H (-1.430, -0.367, 2.488)
H (-0.516, -0.810, 3.743)
O (-0.851, 2.315, 0.317)
H (-0.155, 1.691, 0.117)
H (-1.518, 1.666, 0.398)
O (1.309, -0.493, -2.828)
H (1.805, 0.286, -2.874)
H (1.863, -1.251, -2.638)
O (0.424, -0.037, -0.314)
H (0.678, -0.161, -1.199)
H (-0.293, -0.646, -0.247)
O (2.752, -1.131, 0.990)
H (2.916, -1.175, 1.935)
H (1.891, -0.804, 0.686)
O (-0.263, -3.259, 1.630)
H (-0.519, -2.360, 1.860)
H (-0.798, -3.484, 0.856)
O (-1.368, 1.277, -2.765)
H (-1.891, 0.880, -2.050)
H (-0.774, 1.826, -2.264)
O (-2.712, 0.553, -0.523)
H (-2.823, 0.019, 0.256)
H (-3.510, 0.626, -1.015)
O (2.213, 2.391, -0.052)
H (1.977, 1.684, 0.525)
H (3.117, 2.279, -0.284)
O (1.021, 1.269, 2.313)
H (0.380, 0.595, 2.212)
H (0.556, 2.065, 2.592)

Below is 11 unconnected molecules or ions with the total composition H22O11 in a non-equilibrium geometry, with properties calculated with ωB97M-V/def2-TZVPD.

## Properties
- SMILES = O.O.O.O.O.O.O.O.O.O.O
- total charge = 0
- energy (eV) = -22878.0823
- relative energy (zero: lowest compared OMol25 entry of this formula, charge and spin) (kJ/mol) = 331.1

Positions of all 33 atoms, in Å:
O (-1.814, 1.509, -2.289)
H (-2.196, 1.970, -3.021)
H (-0.904, 1.622, -2.439)
O (0.689, 2.407, -2.736)
H (0.822, 3.335, -2.939)
H (1.228, 2.198, -1.980)
O (-1.752, -1.559, -2.010)
H (-1.852, -1.432, -2.890)
H (-0.840, -1.392, -2.089)
O (0.283, -1.311, 2.045)
H (0.658, -2.145, 1.895)
H (1.018, -0.836, 2.585)
O (-1.285, 1.016, 2.611)
H (-1.027, 0.176, 2.424)
H (-1.641, 1.425, 1.847)
O (1.836, 2.093, -0.205)
H (1.636, 2.860, 0.264)
H (2.778, 2.146, -0.338)
O (0.293, -0.197, -0.615)
H (0.201, -0.842, 0.078)
H (0.760, 0.597, -0.148)
O (2.196, 0.501, 2.681)
H (1.942, 1.358, 2.098)
H (2.818, 0.116, 2.114)
O (-2.612, -1.213, 0.357)
H (-1.935, -1.135, -0.369)
H (-3.414, -1.296, -0.073)
O (2.628, -1.687, -1.379)
H (2.426, -2.282, -2.011)
H (1.759, -1.401, -1.162)
O (-1.605, -2.668, 2.599)
H (-1.803, -2.030, 1.828)
H (-1.304, -1.918, 3.254)

Below is 11 unconnected molecules or ions with the total composition H22O11 in a non-equilibrium geometry, with properties calculated with ωB97M-V/def2-TZVPD.

## Properties
- SMILES = O.O.O.O.O.O.O.O.O.O.O
- total charge = 0
- energy (eV) = -22879.8916
- relative energy (zero: lowest compared OMol25 entry of this formula, charge and spin) (kJ/mol) = 156.5

Positions of all 33 atoms, in Å:
O (-23.398, 0.257, 12.257)
H (-22.561, 0.249, 12.708)
H (-23.220, -0.415, 11.625)
O (-23.726, 1.694, 9.984)
H (-23.614, 1.455, 10.893)
H (-24.034, 0.849, 9.649)
O (-26.020, -0.355, 12.627)
H (-25.036, -0.250, 12.673)
H (-26.463, 0.025, 11.863)
O (-25.010, 3.444, 12.295)
H (-25.577, 2.873, 11.815)
H (-24.233, 3.583, 11.754)
O (-27.089, 3.260, 9.859)
H (-27.120, 2.332, 10.082)
H (-27.426, 3.370, 8.961)
O (-24.686, 1.054, 15.425)
H (-24.325, 1.929, 15.407)
H (-25.273, 1.031, 14.690)
O (-25.075, -0.500, 9.254)
H (-25.113, -1.220, 9.861)
H (-25.148, -0.889, 8.361)
O (-25.130, -2.540, 11.227)
H (-25.670, -2.214, 11.895)
H (-24.667, -3.233, 11.644)
O (-27.268, 0.620, 10.464)
H (-28.070, 0.136, 10.492)
H (-26.841, 0.292, 9.683)
O (-24.196, -1.907, 15.899)
H (-24.773, -1.358, 15.411)
H (-24.636, -2.763, 15.996)
O (-22.579, -2.461, 13.563)
H (-23.147, -1.992, 14.183)
H (-22.554, -2.028, 12.714)

Below is 11 unconnected molecules or ions with the total composition H22O11 in a non-equilibrium geometry, with properties calculated with ωB97M-V/def2-TZVPD.

## Properties
- SMILES = O.O.O.O.O.O.O.O.O.O.O
- total charge = 0
- energy (eV) = -22877.4235
- relative energy (zero: lowest compared OMol25 entry of this formula, charge and spin) (kJ/mol) = 394.7

Positions of all 33 atoms, in Å:
O (0.623, 0.283, -0.362)
H (-0.282, 0.615, -0.369)
H (0.559, -0.559, 0.103)
O (-3.901, -2.168, -1.222)
H (-3.559, -3.069, -1.256)
H (-3.182, -1.660, -0.830)
O (-0.500, 2.393, 0.550)
H (0.343, 2.343, 0.085)
H (-1.157, 2.397, -0.155)
O (3.350, 2.487, -1.309)
H (3.954, 3.200, -1.546)
H (2.722, 2.459, -2.039)
O (1.456, -3.063, -0.834)
H (2.127, -3.507, -1.365)
H (0.622, -3.389, -1.188)
O (3.742, -1.488, 2.523)
H (3.160, -0.914, 3.033)
H (4.359, -0.881, 2.100)
O (-0.812, -2.907, 1.709)
H (-1.017, -3.300, 0.854)
H (-1.155, -2.009, 1.643)
O (5.067, 0.281, -0.887)
H (5.856, 0.739, -1.199)
H (5.126, -0.591, -1.292)
O (-4.656, 0.406, -0.740)
H (-4.107, 1.146, -1.022)
H (-5.500, 0.813, -0.513)
O (-2.175, 3.605, 1.669)
H (-2.627, 3.553, 0.819)
H (-2.860, 3.392, 2.312)
O (-2.081, -0.373, 0.520)
H (-2.205, 0.489, 0.108)
H (-1.287, -0.722, 0.099)